(1)
# C20H25N5O2S

A single C20H25N5O2S molecule (the ωB97M-V functional and the def2-TZVPD basis, the Open Molecules 2025 dataset).

The energy above the lowest of the compared OMol25 structures with the same formula, charge and spin comes out at 88.8 kJ/mol. The calculation puts the LUMO energy at 0.546 eV. For the molecular weight, the calculation gives 399.52 g/mol. As for the HOMO energy: -7.76 eV. The maximum force is 0.0264 hartree/bohr.

```
53
Properties=species:S:1:pos:R:3:forces:R:3
C -0.47125 -4.10402 1.56189 0.0 0.0 0.0
C -1.34607 -3.02608 1.00911 0.0 0.2 0.1
N -1.51014 -1.95351 1.75244 0.5 -0.5 0.5
C -2.28051 -0.99235 1.27560 -0.6 0.3 -0.7
N -2.57763 0.18942 1.78206 0.2 0.2 0.5
C -3.34006 0.75527 0.83621 0.0 -0.7 -0.2
N -3.58155 0.00127 -0.22836 -0.9 0.5 -0.5
N -2.90370 -1.10905 0.02536 0.7 -0.1 1.2
C -2.74144 -2.18111 -0.76746 0.2 -0.5 -0.2
C -1.94383 -3.17787 -0.25960 -0.2 0.2 -0.2
H -1.76455 -4.07025 -0.83693 0.0 -0.1 -0.1
C -3.40692 -2.15740 -2.09378 0.0 0.1 0.0
H -4.48573 -2.24423 -1.96629 -0.1 0.0 0.0
H -3.21926 -1.19344 -2.56724 0.0 0.0 -0.1
H -3.05102 -2.96579 -2.72510 0.0 -0.1 0.0
S -3.88583 2.39862 0.87642 -0.3 0.4 0.0
C -3.54436 2.79152 -0.88187 -0.3 -0.2 0.2
H -4.42209 2.54742 -1.47975 0.2 0.1 -0.1
H -3.36414 3.86635 -0.91045 0.0 0.1 0.0
C -2.34044 2.03074 -1.43561 -0.2 0.1 -0.4
O -2.43836 1.47191 -2.51280 0.0 0.2 0.0
C -1.16377 2.00103 -0.59607 0.8 -0.3 0.1
C -0.17422 1.02127 -0.62153 -0.6 0.1 -0.4
N 0.65655 1.23773 0.42675 -0.2 0.1 -0.1
C 0.25423 2.36361 1.11118 -0.2 0.5 0.2
C -0.86469 2.84959 0.50874 0.3 -0.1 -0.1
H -1.40875 3.72203 0.80793 0.0 0.1 0.2
C 0.95516 2.85983 2.32503 0.0 -0.2 -0.1
H 0.86623 2.14276 3.14199 0.0 0.0 0.1
H 2.01347 3.03925 2.13596 0.1 0.1 0.1
H 0.49451 3.79089 2.64197 0.0 0.1 0.0
C 1.79230 0.43481 0.78340 0.6 0.1 -0.2
H 1.91279 0.47188 1.86843 0.0 -0.1 -0.1
H 1.60826 -0.60061 0.48705 0.0 0.0 0.1
C 3.09490 0.92051 0.11437 -0.2 0.1 0.5
H 3.09734 2.01852 0.10954 0.0 -0.1 0.1
C 4.34464 0.35733 0.81579 -0.1 0.0 -0.2
H 4.79518 1.08272 1.48879 0.0 0.0 0.1
H 4.07795 -0.53298 1.38763 0.0 0.0 0.1
C 5.25527 -0.02140 -0.35049 -0.2 0.0 -0.1
H 5.93927 -0.83228 -0.11354 0.1 0.0 0.0
C 4.22550 -0.40860 -1.40832 0.3 -0.2 0.0
H 4.58672 -0.31691 -2.43342 0.0 -0.1 0.1
O 3.16169 0.50681 -1.24456 -0.2 0.2 -0.1
H 3.87219 -1.43807 -1.24415 0.1 0.0 0.0
H 5.82601 0.84431 -0.68669 0.0 0.0 0.0
C 0.00714 -0.10619 -1.56913 0.0 -0.1 0.0
H -0.03824 -1.06960 -1.05554 0.0 -0.1 0.0
H 0.97854 -0.02379 -2.05536 0.0 -0.1 0.0
H -0.77210 -0.06341 -2.32423 0.0 0.0 0.0
H -0.05021 -3.77833 2.50784 0.0 0.0 0.0
H -1.05483 -5.00899 1.72293 0.0 -0.1 0.0
H 0.32983 -4.34114 0.86387 0.1 -0.1 0.0
```
Forces are in eV/Å.

Löwdin charges in e: C -0.034; C -0.329; N 0.190; C -0.337; N 0.162; C -0.697; N 0.122; N 0.008; C -0.230; C 0.019; H 0.119; C 0.003; H 0.096; H 0.080; H 0.086; S 0.965; C -0.348; H 0.081; H 0.085; C -0.442; O 0.054; C -0.153; C -0.188; N 0.001; C -0.266; C -0.025; H 0.098; C -0.021; H 0.084; H 0.073; H 0.084; C -0.067; H 0.129; H 0.135; C -0.294; H 0.153; C -0.126; H 0.116; H 0.117; C -0.152; H 0.112; C -0.198; H 0.124; O -0.111; H 0.124; H 0.116; C 0.013; H 0.074; H 0.081; H 0.073; H 0.078; H 0.084; H 0.081

---

(2)
# C20H25N7OPtS4

C20H25N7OPtS4 as an isolated structure (the ωB97M-V functional and the def2-TZVPD basis, the Open Molecules 2025 dataset).

The energy above the lowest of the compared OMol25 structures with the same formula, charge and spin comes out at 0.0 kJ/mol. The calculation puts the LUMO energy at -0.113 eV. For the molecular weight, the calculation gives 702.81 g/mol. As for the HOMO energy: -6.42 eV. The maximum force is 0.0237 hartree/bohr.

```
58
Properties=species:S:1:pos:R:3:forces:R:3
Pt -1.50053 2.28866 0.24494 0.1 0.0 1.2
O -6.04677 6.62057 -2.32383 0.0 0.0 0.0
C -5.23909 5.87585 -1.84108 0.0 0.0 0.0
S -3.49178 5.99128 -2.13038 0.0 0.0 0.0
C -3.03735 4.62145 -1.14225 -0.1 -0.1 -0.1
C -4.02242 3.96026 -0.51970 0.1 0.1 0.1
S -3.70058 2.62889 0.56629 -0.3 -0.2 -0.6
S -5.65759 4.52619 -0.76641 0.0 0.0 0.0
S -1.35782 4.14135 -1.05796 0.2 0.0 0.1
C 4.46761 1.14850 -0.86649 0.0 0.0 0.0
C 3.46014 2.24858 -1.18001 0.0 0.0 0.0
N 2.13798 2.00553 -0.61398 -0.1 0.0 0.1
C 1.28143 1.05642 -1.31922 -0.1 0.0 0.0
C 1.22340 -0.31135 -0.65214 0.0 0.0 0.0
C 1.74236 2.54025 0.55706 0.1 0.0 -0.1
C 2.71675 3.41886 1.29650 0.0 0.0 0.1
N 0.56072 2.31054 1.04794 -0.2 0.1 -0.7
H 5.46314 1.44075 -1.20235 0.0 0.0 0.0
H 4.20419 0.21701 -1.36782 0.0 0.0 0.0
H 4.51041 0.95321 0.20613 0.0 0.0 0.0
H 3.33524 2.34159 -2.26014 0.0 0.0 0.0
H 3.82994 3.21124 -0.83715 0.0 0.0 0.0
H 1.66361 0.97840 -2.33770 0.0 0.0 0.0
H 0.27319 1.47399 -1.38869 0.0 0.0 0.0
H 2.18834 -0.81903 -0.67401 0.0 0.0 0.0
H 0.50264 -0.94197 -1.17384 0.0 0.0 0.0
H 0.90312 -0.21532 0.38603 0.0 0.0 0.0
H 2.86309 4.35537 0.75704 0.0 0.0 0.0
H 3.68729 2.93964 1.41952 0.0 0.0 0.0
H 2.32002 3.65692 2.28019 0.0 0.0 0.0
H 0.43147 2.82193 1.91011 0.0 0.0 0.0
C -2.65685 -0.74367 -0.78507 0.1 0.0 0.0
C -2.11209 -0.66256 0.59559 -0.2 0.0 0.1
N -1.73459 0.43971 1.21497 0.2 -0.1 -0.2
C -1.35639 0.08957 2.49162 0.1 0.1 0.0
C -1.50191 -1.24644 2.64768 -0.1 0.0 0.0
N -1.99303 -1.71328 1.44370 0.1 -0.1 0.0
C -2.31344 -3.10171 1.17522 -0.1 0.0 0.0
N -1.16945 -3.95778 1.29077 0.0 0.0 0.0
N -0.84677 -4.47246 2.50585 0.0 0.0 0.0
N 0.27971 -5.06088 2.43524 0.0 0.0 0.0
C 0.75750 -4.93862 1.14431 0.0 0.0 0.0
C 1.93630 -5.41128 0.56256 0.0 0.0 0.0
C 2.13257 -5.13178 -0.76968 0.0 0.0 0.0
C 1.18175 -4.40645 -1.51763 0.0 0.0 0.0
C 0.01604 -3.93697 -0.95665 0.0 0.0 0.0
C -0.17087 -4.21665 0.39878 0.0 0.0 0.0
H -2.66461 0.26066 -1.20398 0.0 0.0 0.0
H -3.67928 -1.12462 -0.78156 0.0 0.0 0.0
H -2.04589 -1.38496 -1.42428 0.0 0.0 0.0
H -1.01860 0.82788 3.19608 0.0 0.0 0.0
H -1.32413 -1.90546 3.47928 0.0 0.0 0.0
H -2.72469 -3.18148 0.17168 0.0 0.0 0.0
H -3.05168 -3.44849 1.89564 0.0 0.0 0.0
H 2.65271 -5.97450 1.14423 0.0 0.0 0.0
H 3.02986 -5.47827 -1.26419 0.0 0.0 0.0
H 1.37561 -4.21728 -2.56536 0.0 0.0 0.0
H -0.70996 -3.38781 -1.54141 0.0 0.0 0.0
```
Forces are in eV/Å.

Löwdin charges in e: Pt 0.537; O -0.065; C -1.023; S 0.948; C -1.168; C -1.158; S 0.484; S 0.949; S 0.436; C -0.068; C -0.208; N -0.075; C -0.208; C -0.065; C -0.415; C 0.006; N -0.010; H 0.078; H 0.067; H 0.076; H 0.122; H 0.105; H 0.122; H 0.056; H 0.067; H 0.059; H 0.061; H 0.098; H 0.083; H 0.085; H 0.057; C -0.008; C -0.350; N -0.119; C -0.108; C -0.034; N -0.003; C -0.060; N -0.059; N 0.057; N 0.079; C -0.226; C -0.008; C -0.080; C -0.077; C -0.019; C -0.167; H 0.053; H 0.095; H 0.069; H 0.109; H 0.117; H 0.136; H 0.145; H 0.116; H 0.104; H 0.107; H 0.099

---

(3)
# C20H25NO2PtS3

C20H25NO2PtS3 as an isolated structure (the ωB97M-V functional and the def2-TZVPD basis, the Open Molecules 2025 dataset).

Its total charge is +4. The calculation puts the LUMO energy (alpha / beta) at -13.037 / -15.255 eV. For the molecular weight, the calculation gives 602.70 g/mol. As for the expectation value of S²: 6.060. As for the HOMO energy (alpha / beta): -20.25 / -21.60 eV. As for the spin multiplicity: 5. The maximum force is 0.0400 hartree/bohr.

```
52
Properties=species:S:1:pos:R:3:forces:R:3
Pt 0.93690 -0.34402 -1.16136 0.4 0.1 -1.2
C 1.84100 2.08258 -3.15776 -0.1 0.1 0.0
C 2.80710 1.00268 -3.60866 0.2 0.0 0.1
S 3.10580 -0.30342 -2.34416 -1.2 0.0 -0.1
C 2.88340 -1.81992 -3.34506 0.1 0.0 0.1
C 1.54280 -2.02182 -4.03366 -0.1 -0.2 0.0
S 0.08830 -1.93492 -2.90846 0.4 1.0 0.4
C -1.03920 -0.72932 -3.71516 0.0 -0.2 0.0
C -0.46540 0.63268 -4.05656 -0.2 0.2 0.0
S 0.17860 1.55348 -2.59606 0.6 -1.0 0.1
H 1.67950 2.79518 -3.97206 0.0 0.0 0.1
H 2.25050 2.63108 -2.30836 -0.1 0.1 0.0
H 3.78030 1.47698 -3.78086 -0.1 -0.1 0.0
H 2.51640 0.53218 -4.54576 0.0 -0.1 0.1
H 3.09370 -2.63832 -2.65386 0.1 0.1 0.0
H 3.67900 -1.81322 -4.09696 0.0 0.0 0.1
H 1.53720 -3.04332 -4.42726 -0.1 0.1 0.0
H 1.38350 -1.35732 -4.88156 0.0 0.1 0.1
H -1.87470 -0.63792 -3.01676 0.0 -0.1 -0.1
H -1.42320 -1.20092 -4.62516 0.0 0.0 0.1
H -1.27850 1.25008 -4.45486 0.1 -0.1 0.0
H 0.30170 0.59108 -4.82896 0.1 0.0 0.1
C -3.50620 -0.12292 3.04544 -1.9 -0.5 -0.1
O -2.15770 0.30528 3.06924 1.5 1.4 -0.3
C -1.75850 1.41718 2.49724 -0.1 -0.4 0.4
C -2.54000 2.20438 1.61984 -0.3 0.4 -0.4
C -2.08740 3.41618 1.15954 -0.5 -0.6 0.0
C -0.84570 3.92228 1.58474 -0.1 0.2 0.0
C -0.05100 3.17338 2.44004 0.2 -1.0 0.5
C -0.44580 1.90748 2.85944 -0.1 1.1 -0.9
N 0.36160 1.24648 3.77474 0.6 -0.4 0.8
C 0.54620 -0.02692 4.03164 0.2 0.2 0.3
C 0.25590 -1.19932 3.28994 -0.3 -1.0 -0.2
C 0.18410 -2.38752 4.04134 0.1 1.6 0.1
C -0.01610 -3.63452 3.46764 -0.2 -0.7 -0.7
C -0.12050 -3.74492 2.06674 0.0 0.0 0.1
C -0.02930 -2.62272 1.28724 -0.1 -0.2 -0.3
C 0.13800 -1.29462 1.82324 0.1 0.1 0.4
O 0.23060 -0.29512 1.06224 0.0 -0.2 0.2
H -3.54800 -1.05062 3.61244 0.1 0.1 -0.1
H -3.87100 -0.29602 2.02734 0.3 0.0 0.1
H -4.16700 0.61168 3.52114 0.3 0.0 0.0
H -3.51840 1.85958 1.32474 -0.1 -0.1 0.0
H -2.69200 3.99498 0.47824 -0.1 0.1 0.0
H -0.52410 4.90488 1.26664 0.1 0.0 0.0
H 0.89270 3.57668 2.77924 0.1 0.0 0.1
H 0.86110 1.89698 4.39074 -0.2 -0.3 0.1
H 1.06160 -0.22192 4.97104 0.0 0.3 0.0
H 0.23070 -2.31722 5.11954 0.2 0.0 0.1
H -0.07740 -4.51912 4.08854 0.0 0.0 0.1
H -0.25910 -4.72012 1.61804 0.0 0.0 0.0
H -0.07220 -2.68722 0.20124 -0.1 -0.1 0.1
```
Forces are in eV/Å.

Löwdin charges in e: Pt 0.655; C -0.459; C -0.427; S 0.916; C -0.454; C -0.427; S 0.909; C -0.457; C -0.432; S 0.890; H 0.118; H 0.094; H 0.116; H 0.086; H 0.099; H 0.120; H 0.112; H 0.089; H 0.093; H 0.119; H 0.112; H 0.088; C 0.031; O 0.013; C -0.148; C 0.074; C 0.038; C 0.069; C 0.065; C -0.100; N 0.188; C 0.094; C -0.082; C 0.078; C 0.077; C 0.038; C 0.059; C -0.302; O -0.075; H 0.122; H 0.121; H 0.139; H 0.141; H 0.147; H 0.153; H 0.151; H 0.209; H 0.181; H 0.153; H 0.156; H 0.148; H 0.101

---

(4)
# C20H25NO4S2

A 2-piece molecular cluster, C20H25NO4S2 overall (the ωB97M-V functional and the def2-TZVPD basis, the Open Molecules 2025 dataset).

The energy above the lowest of the compared OMol25 structures with the same formula, charge and spin comes out at 368.0 kJ/mol. The calculation puts the LUMO energy at 0.168 eV. For the molecular weight, the calculation gives 407.56 g/mol. As for the HOMO energy: -8.58 eV. The maximum force is 0.0737 hartree/bohr.

```
52
Properties=species:S:1:pos:R:3:forces:R:3
C -3.51402 -3.12852 -2.70373 0.0 0.2 0.0
C -2.45611 -3.67197 -3.42909 0.1 0.1 0.2
C -1.17537 -3.68259 -2.88056 0.0 0.0 0.0
C -0.98372 -3.13866 -1.61321 0.2 -0.2 0.3
S 0.66268 -3.05396 -0.88515 -1.4 0.3 -0.5
C 0.98388 -1.24583 -0.85081 0.2 0.2 0.7
C 1.52545 -0.62482 0.26913 0.9 -3.3 -1.6
S 1.12024 -0.42860 -2.41615 -0.9 -1.0 -0.8
C -0.08116 0.89520 -2.30049 0.1 0.4 0.4
C -1.41714 0.66164 -2.62393 -0.1 -0.1 0.1
C -2.37908 1.63039 -2.33572 0.2 0.2 0.0
C -1.98532 2.84482 -1.76381 0.0 0.0 0.0
C -0.63532 3.10128 -1.50576 0.0 -0.1 -0.1
C 0.31979 2.12635 -1.78820 -0.1 0.0 0.1
O 2.43323 0.12387 -2.60159 0.0 0.4 0.4
O 0.56099 -1.32358 -3.40503 0.4 0.2 0.2
O 0.61134 -3.55647 0.47328 0.1 0.8 -0.4
O 1.51384 -3.69940 -1.84879 0.3 0.6 0.5
C -2.03606 -2.62590 -0.86816 0.1 0.1 -0.3
C -3.30590 -2.59623 -1.43315 0.1 0.0 0.2
H -4.51139 -3.09842 -3.12965 0.1 0.0 0.0
H -2.61219 -4.06622 -4.43156 0.0 0.0 0.2
H -0.34282 -4.09773 -3.44307 -0.1 0.2 0.2
H 2.37528 -0.01345 0.04365 0.3 0.1 0.3
H 1.37481 -1.20668 1.18197 1.0 -0.2 -0.4
H -1.71028 -0.27135 -3.09762 0.1 0.0 0.2
H -3.43426 1.43405 -2.55109 0.4 0.1 0.0
H -2.73247 3.60568 -1.52945 0.2 -0.2 -0.1
H -0.31667 4.05375 -1.07478 -0.2 -0.3 -0.2
H 1.37856 2.32211 -1.64075 -0.1 -0.1 0.1
H -1.83556 -2.23618 0.12783 -0.1 0.0 -0.2
H -4.11353 -2.14221 -0.86547 0.0 -0.2 -0.2
C 2.72419 2.50325 2.48306 0.2 0.2 0.1
C 1.94750 1.25163 2.89166 -0.7 0.1 0.1
C 2.88919 0.23200 3.55144 0.2 -0.2 -0.1
C 0.80755 1.53904 3.89035 -0.4 0.0 0.2
C -0.49273 1.57188 3.09519 -0.6 0.4 -0.4
C -0.27252 0.85632 1.75769 0.7 0.2 0.9
N 1.21661 0.87959 1.61304 -1.6 1.2 0.2
H 3.20803 2.99601 3.32702 0.0 -0.1 0.1
H 3.51559 2.23240 1.77072 -0.2 0.1 0.1
H 2.04887 3.22714 2.00047 0.2 -0.1 0.2
H 3.38388 0.74963 4.39517 -0.2 -0.2 -0.4
H 2.35053 -0.61999 3.99838 0.2 0.2 -0.4
H 3.69301 -0.12715 2.89514 -0.3 0.0 0.0
H 0.73332 0.78854 4.68260 0.3 -0.1 -0.2
H 0.95004 2.49565 4.38995 0.1 0.0 0.1
H -1.32787 1.10785 3.63522 0.1 0.6 0.0
H -0.68098 2.62617 2.83813 -0.5 -0.3 0.3
H -0.54737 -0.19696 1.77744 -0.4 -0.1 0.1
H -0.84582 1.36282 0.93950 0.9 -0.5 0.4
H 1.41725 1.63386 0.98877 0.2 0.3 -0.5
```
Forces are in eV/Å.

Löwdin charges in e: C -0.085; C -0.065; C -0.057; C -0.292; S 0.699; C -0.367; C -0.037; S 0.674; C -0.269; C -0.045; C -0.063; C -0.082; C -0.087; C -0.081; O -0.287; O -0.312; O -0.307; O -0.291; C -0.074; C -0.084; H 0.102; H 0.109; H 0.119; H 0.092; H 0.099; H 0.112; H 0.111; H 0.106; H 0.108; H 0.113; H 0.112; H 0.104; C -0.038; C -0.502; C -0.034; C -0.134; C -0.160; C -0.151; N -0.060; H 0.088; H 0.095; H 0.093; H 0.094; H 0.087; H 0.085; H 0.111; H 0.115; H 0.114; H 0.112; H 0.105; H 0.126; H 0.079

---

Among the records above, which one has the lowest molecular weight?
C20H25N5O2S

---

Look up the maximum force of the third one.
0.0400 hartree/bohr

---

Among the records above, which one has the lowest maximum force?
C20H25N7OPtS4

---

Which of these has the highest molecular weight?
C20H25N7OPtS4